Molecular formula: C5H9Cl3I
Method: DFT, the ωB97M-V functional and the def2-TZVPD basis

Geometry as XYZ:
```
18
Properties=species:S:1:pos:R:3:forces:R:3
C 1.237 -0.017 2.229 -0.36 -0.33 -0.17
C 0.603 -0.337 0.863 1.17 0.87 0.42
C -0.577 0.573 0.574 -0.52 -0.80 -0.20
C -1.751 0.451 1.535 -0.20 0.55 -0.42
I -2.335 -1.583 1.952 0.01 0.25 0.06
H 1.744 0.955 2.120 0.10 0.09 0.07
H 2.024 -0.765 2.399 0.09 0.01 0.22
H 1.337 -0.144 0.057 -0.18 -0.16 -0.38
H 0.338 -1.390 0.767 -0.27 -0.08 0.06
H -0.257 1.618 0.591 0.10 0.07 0.11
H -0.955 0.364 -0.432 -0.02 0.18 0.12
H -2.638 0.873 1.065 -0.15 -0.07 0.01
H -1.597 0.981 2.465 0.26 -0.49 0.34
C 0.565 -0.312 -3.345 -0.02 0.01 0.09
Cl 1.293 1.185 -2.759 -0.01 -0.01 -0.03
Cl 1.517 -1.714 -2.857 -0.01 0.02 -0.01
Cl -1.106 -0.461 -2.797 0.02 -0.11 -0.28
H 0.557 -0.275 -4.425 0.00 -0.01 -0.01
```
Positions in Å, forces in eV/Å.

Computed properties:
LUMO level	2.624	eV
E_tot	-50996.951	eV
HOMO	-0.93	eV
total charge	-1
largest force on an atom	1.518	eV/A
frontier orbital gap	3.56	eV

Here are the Mulliken charges for atoms 1 to 2, given in e: number 1, C, carries -1.06; number 2, C, carries -0.45

***

Molecular formula: C5H9ClN2
Method: DFT, the ωB97M-V functional and the def2-TZVPD basis

Geometry as XYZ:
```
17
Properties=species:S:1:pos:R:3:forces:R:3
C 1.944 -1.276 -0.119 -4.86 -1.06 0.55
C -0.167 1.332 -1.399 0.54 0.79 -0.87
C -1.101 1.036 -0.243 2.62 -3.09 -0.61
C -0.309 0.447 0.981 0.24 2.29 -0.30
C -0.131 -1.014 1.042 -2.07 -1.55 3.32
N 3.030 -1.058 -0.329 3.16 0.75 -0.44
N 0.589 -1.560 -0.013 2.01 -2.15 -3.48
Cl 0.366 -3.359 -0.121 0.28 1.47 0.14
H -0.791 1.701 -2.217 0.24 0.72 0.04
H 0.597 2.103 -1.037 -1.03 -0.90 -0.83
H 0.369 0.535 -1.930 0.00 -0.31 0.86
H -1.492 1.952 -0.033 -1.14 2.53 1.24
H -1.958 0.416 -0.514 0.18 -0.36 -0.03
H 0.793 0.853 1.044 -2.35 0.16 0.12
H -1.026 0.762 1.773 1.42 -0.34 0.44
H -1.147 -1.500 1.197 1.19 0.27 -0.92
H 0.434 -1.371 1.914 -0.44 0.77 0.76
```
Positions in Å, forces in eV/Å.

Computed properties:
SMILES	CCCCN(Cl)C#N
LUMO level	-0.440	eV
E_tot	-20830.668	eV
HOMO	-10.00	eV
total charge	0
largest force on an atom	5.005	eV/A
ΔE to the lowest compared entry with this formula, charge and spin	3.187	eV
frontier orbital gap	9.56	eV

Here are the Mulliken charges for atoms 1 to 2, given in e: number 1, C, carries 0.42; number 2, C, carries -1.14

***

Molecular formula: C5H9ClN2
Method: DFT, the ωB97M-V functional and the def2-TZVPD basis

Geometry as XYZ:
```
17
Properties=species:S:1:pos:R:3:forces:R:3
C 1.006 1.143 0.179 -0.26 -0.15 0.01
C -0.017 1.461 -0.870 -0.21 -0.04 -0.16
C -1.053 0.355 -0.695 -0.22 0.16 -0.11
C 0.874 -0.334 0.469 0.47 -0.46 -0.09
C -1.040 -1.859 0.404 0.07 -0.02 0.03
N 1.774 1.989 0.686 0.25 0.66 0.17
N -0.297 -0.766 -0.163 -0.02 0.32 0.15
Cl 2.358 -1.147 -0.311 0.16 -0.09 0.16
H -0.417 2.466 -0.755 0.03 0.00 0.00
H 0.467 1.388 -1.845 -0.01 -0.01 -0.04
H -1.837 0.668 0.013 0.02 0.00 -0.08
H -1.533 0.066 -1.633 -0.05 0.07 0.07
H 0.980 -0.605 1.524 -0.06 0.09 -0.11
H -0.357 -2.679 0.621 -0.04 -0.09 0.01
H -1.566 -1.576 1.327 -0.01 -0.03 -0.02
H -1.774 -2.202 -0.325 -0.03 -0.08 0.04
H 2.432 1.631 1.374 -0.08 -0.32 -0.02
```
Positions in Å, forces in eV/Å.

Computed properties:
SMILES	[H]/N=C1/CCN(C)[C@H]1Cl
LUMO level	0.780	eV
E_tot	-20833.210	eV
HOMO	-9.01	eV
total charge	0
largest force on an atom	0.725	eV/A
ΔE to the lowest compared entry with this formula, charge and spin	0.645	eV
frontier orbital gap	9.79	eV

Here are the Mulliken charges for atoms 1 to 2, given in e: number 1, C, carries 0.22; number 2, C, carries -0.41

***

Molecular formula: C5H9ClN2
Method: DFT, the ωB97M-V functional and the def2-TZVPD basis

Geometry as XYZ:
```
17
Properties=species:S:1:pos:R:3:forces:R:3
C -2.075 -0.410 -0.933 1.96 -0.35 5.26
C 2.675 -0.314 -0.246 2.03 1.07 1.87
C -2.146 0.777 1.195 3.15 -1.46 1.60
C 1.241 -0.719 -0.404 -0.12 2.05 0.20
C -1.549 -0.304 0.354 -2.35 -3.21 2.09
N -2.320 -0.411 -2.023 -1.63 -0.12 -5.74
N 0.417 0.404 -0.011 0.55 1.18 0.09
Cl 0.200 1.683 -1.079 0.91 -0.44 0.11
H 3.158 -0.096 0.825 -1.67 -0.96 -2.00
H 3.351 -0.943 -0.775 0.51 -0.91 -0.23
H 2.811 0.639 -0.725 -0.07 0.57 -0.40
H -1.908 1.577 0.610 0.12 2.97 -1.29
H -1.523 0.902 2.107 -0.56 -0.15 -0.37
H -3.153 0.800 1.443 -1.99 -0.49 0.25
H 0.954 -0.860 -1.438 0.34 -0.85 -0.40
H 0.911 -1.484 0.274 0.04 -0.76 -0.01
H -1.044 -1.241 0.828 -1.22 1.85 -1.02
```
Positions in Å, forces in eV/Å.

Computed properties:
LUMO level (alpha / beta)	0.789 / -1.982	eV
E_tot	-20827.453	eV
HOMO (alpha / beta)	-7.00 / -10.25	eV
total charge	0
largest force on an atom	5.969	eV/A
ΔE to the lowest compared entry with this formula, charge and spin	0.515	eV
frontier orbital gap (alpha / beta)	7.79 / 8.27	eV
2S+1	3

Here are the Mulliken charges for atoms 1 to 2, given in e: number 1, C, carries 0.56; number 2, C, carries -1.13

***

Molecular formula: C5H9ClO3
Method: DFT, the ωB97M-V functional and the def2-TZVPD basis

Geometry as XYZ:
```
18
Properties=species:S:1:pos:R:3:forces:R:3
C 0.300 -0.570 -1.163 -3.08 -0.57 0.47
C 1.211 0.533 -0.661 2.03 1.30 0.68
C -0.188 -1.596 -0.103 -0.03 1.93 0.44
C 0.613 1.901 -0.102 -0.29 -2.69 -1.59
C -1.095 -0.954 0.965 5.31 -0.17 1.15
O -0.470 2.206 -0.499 -0.89 1.31 0.74
O 1.449 2.572 0.696 0.75 -0.74 0.05
O -2.305 -0.815 0.536 -4.11 3.08 -1.36
Cl -1.029 -2.134 2.350 -0.30 -0.05 0.58
H -0.591 0.007 -1.536 0.42 -0.58 0.33
H 0.494 -1.230 -2.037 1.23 1.09 0.36
H 2.009 0.328 0.092 -0.46 -0.69 -0.83
H 1.689 0.841 -1.590 0.63 0.43 0.14
H -0.729 -2.416 -0.502 -0.80 -0.59 -0.81
H 0.622 -2.067 0.386 1.23 -0.19 0.51
H -0.599 -0.005 1.390 -0.86 -1.27 -0.58
H 1.107 3.226 1.312 -0.73 0.26 -0.41
H -2.490 0.171 0.465 -0.06 -1.87 0.12
```
Positions in Å, forces in eV/Å.

Computed properties:
SMILES	O=C(O)CCC[C@@H](O)Cl
LUMO level	0.351	eV
E_tot	-23995.231	eV
HOMO	-10.12	eV
total charge	0
largest force on an atom	5.439	eV/A
ΔE to the lowest compared entry with this formula, charge and spin	0.000	eV
frontier orbital gap	10.48	eV

Here are the Mulliken charges for atoms 1 to 2, given in e: number 1, C, carries -0.43; number 2, C, carries -0.69

***

Molecular formula: C5H9ClS
Method: DFT, the ωB97M-V functional and the def2-TZVPD basis

Geometry as XYZ:
```
16
Properties=species:S:1:pos:R:3:forces:R:3
C 0.305 0.617 0.167 8.29 -3.77 1.01
C 1.887 0.048 0.335 -8.84 2.32 -1.04
C -0.158 1.274 1.380 -2.89 0.05 -0.54
C 2.625 -0.841 -0.559 -2.75 2.24 -3.30
C -2.082 -0.642 -0.643 2.65 3.23 -1.76
S -0.498 0.233 -1.297 -0.88 -0.45 0.46
Cl 2.663 0.648 1.690 1.25 0.16 0.79
H 0.473 1.349 2.210 1.02 -0.32 0.87
H -1.165 0.979 1.730 0.37 -0.71 -0.10
H -0.417 2.246 1.107 -0.16 2.30 -0.42
H 3.133 -1.449 0.059 2.25 -2.51 1.54
H 1.977 -1.351 -1.349 0.62 0.49 1.44
H 3.225 -0.143 -1.127 1.03 -0.32 -0.32
H -2.771 0.129 -0.634 -1.62 1.12 0.63
H -1.797 -1.077 0.217 0.51 -1.42 3.05
H -2.282 -1.296 -1.383 -0.86 -2.41 -2.30
```
Positions in Å, forces in eV/Å.

Computed properties:
SMILES	CS/C(C)=C(\C)Cl
LUMO level (alpha / beta)	0.537 / 0.582	eV
E_tot	-28685.112	eV
HOMO (alpha / beta)	-7.23 / -7.21	eV
total charge	0
largest force on an atom	9.201	eV/A
ΔE to the lowest compared entry with this formula, charge and spin	3.088	eV
frontier orbital gap (alpha / beta)	7.76 / 7.79	eV

Here are the Mulliken charges for atoms 1 to 2, given in e: number 1, C, carries 0.15; number 2, C, carries 0.41

***

Molecular formula: C5H9ClS
Method: DFT, the ωB97M-V functional and the def2-TZVPD basis

Geometry as XYZ:
```
16
Properties=species:S:1:pos:R:3:forces:R:3
C -0.115 1.062 -1.628 2.99 -0.77 3.81
C 1.255 0.316 0.846 2.58 -2.09 -1.16
C -1.278 0.322 0.745 1.79 -0.22 3.78
C 0.095 -1.493 -0.369 1.65 -1.24 -2.07
C 0.069 -0.113 0.100 -2.65 3.22 -1.79
S 1.056 2.130 -1.905 -0.36 -0.37 -0.19
Cl -1.564 0.965 -2.378 -1.69 -0.37 -1.09
H 2.177 -0.186 0.355 -1.31 0.73 0.94
H 1.105 -0.141 1.803 0.23 -0.47 0.92
H 1.571 1.305 1.034 -0.52 1.48 -0.25
H -2.055 0.485 0.024 -0.46 -0.02 0.07
H -0.993 1.271 1.367 -1.05 -1.34 -1.37
H -1.606 -0.449 1.634 0.63 1.56 -2.38
H -0.144 -2.276 0.386 0.57 0.60 -0.19
H -0.720 -1.542 -1.090 0.10 -0.51 -0.32
H 1.149 -1.655 -0.925 -2.51 -0.17 1.28
```
Positions in Å, forces in eV/Å.

Computed properties:
LUMO level	-0.085	eV
E_tot	-28685.695	eV
HOMO	-8.26	eV
total charge	0
largest force on an atom	4.907	eV/A
ΔE to the lowest compared entry with this formula, charge and spin	2.505	eV
frontier orbital gap	8.17	eV

Here are the Mulliken charges for atoms 1 to 2, given in e: number 1, C, carries 0.20; number 2, C, carries -1.69

***

Molecular formula: C5H9ClSi
Method: DFT, the ωB97M-V functional and the def2-TZVPD basis

Geometry as XYZ:
```
16
Properties=species:S:1:pos:R:3:forces:R:3
C -0.930 1.586 -0.173 -0.13 -0.01 0.16
C 0.078 1.072 -0.856 0.27 0.03 -0.03
C -1.664 0.559 0.637 -0.17 0.01 0.01
C -0.801 -0.702 0.485 -0.07 -0.12 0.10
C 0.224 -0.403 -0.645 0.58 -1.05 0.87
Si 1.985 -1.063 -0.072 -0.92 -0.28 -0.55
Cl 3.057 0.580 0.421 0.55 0.65 0.30
H -1.251 2.612 -0.185 0.05 0.25 -0.13
H 0.716 1.611 -1.533 0.12 0.20 -0.10
H -1.767 0.862 1.681 -0.08 -0.03 -0.02
H -2.673 0.412 0.238 -0.02 0.04 0.06
H -0.282 -0.891 1.427 -0.04 -0.04 0.04
H -1.395 -1.590 0.267 0.04 0.02 0.04
H 2.146 -2.027 1.105 -0.56 0.58 -0.64
H -0.063 -0.924 -1.564 0.20 -0.13 -0.01
H 2.619 -1.694 -1.235 0.19 -0.13 -0.10
```
Positions in Å, forces in eV/Å.

Computed properties:
SMILES	Cl[SiH2][C@@H]1C=CCC1
LUMO level	0.920	eV
E_tot	-25731.509	eV
HOMO	-9.05	eV
total charge	0
largest force on an atom	1.486	eV/A
ΔE to the lowest compared entry with this formula, charge and spin	0.232	eV
frontier orbital gap	9.97	eV

Here are the Mulliken charges for atoms 1 to 2, given in e: number 1, C, carries -0.42; number 2, C, carries -0.68

***

Molar mass for every record listed, in sequence, given in g/mol: 302.39; 132.59; 132.59; 132.59; 152.58; 136.65; 136.65; 132.67.